[1]
Computed, not measured: the ion C19H19N2OS with charge -1 in a non-equilibrium geometry, with ωB97M-V with the def2-TZVPD basis set.

The calculation puts the LUMO energy at 2.98 eV. The SMILES is CSC[C@@](C)([O-])[C@@H](C#N)N=C(c1ccccc1)c1ccccc1. The maximum force is 0.05319 hartree/bohr. The calculation puts the HOMO energy at -3.67 eV. As for the net charge: -1. For the HOMO-LUMO gap, the calculation gives 6.656 eV. Its energy above the lowest of the compared OMol25 structures with the same formula, charge and spin is 61.9 kJ/mol.

Each line ends with the natural charge from an NBO analysis.
Positions of all 42 atoms, in Å:
C1 -4.724825 3.478497 3.114093  -0.76
S1 -3.024980 3.126210 2.620080  0.21
C2 -3.168983 1.376654 2.261273  -0.58
C3 -1.907072 0.762335 1.468301  0.32
C4 -2.259615 0.615723 -0.034856  -0.66
O1 -0.712104 1.265741 1.758517  -0.91
C5 -1.732193 -0.684238 2.074119  -0.25
C6 -2.986614 -1.343819 2.390364  0.33
N1 -4.029291 -1.797959 2.658649  -0.42
N2 -0.892350 -1.646880 1.366839  -0.40
C7 0.373382 -1.808679 1.395442  0.23
C8 0.923503 -2.770875 0.358382  0.01
C9 2.296995 -3.027400 0.127408  -0.22
C10 2.705923 -3.879102 -0.919562  -0.23
C11 1.747993 -4.535615 -1.697677  -0.22
C12 0.401025 -4.334783 -1.446311  -0.23
C13 -0.012882 -3.477700 -0.421199  -0.18
C14 1.329826 -1.050634 2.221531  0.00
C15 2.345608 -0.337607 1.594853  -0.19
C16 3.164193 0.533409 2.320906  -0.21
C17 2.981333 0.632406 3.712029  -0.21
C18 1.997134 -0.141193 4.355231  -0.21
C19 1.165803 -0.975008 3.600760  -0.21
H1 -4.877699 4.558875 3.062428  0.21
H2 -5.434124 2.994873 2.440049  0.20
H3 -4.913925 3.159669 4.145418  0.20
H4 -3.269543 0.908032 3.254022  0.20
H5 -4.090300 1.257306 1.674859  0.20
H6 -3.204538 1.110748 -0.274828  0.19
H7 -1.513187 1.115486 -0.657401  0.22
H8 -2.338024 -0.452497 -0.311900  0.20
H9 -1.253099 -0.387194 3.000921  0.25
H10 3.054806 -2.566782 0.783817  0.22
H11 3.770807 -4.014292 -1.097771  0.20
H12 2.069418 -5.179626 -2.498840  0.20
H13 -0.360797 -4.828669 -2.033839  0.21
H14 -1.062131 -3.346132 -0.168378  0.25
H15 2.481360 -0.414196 0.516015  0.21
H16 3.912473 1.143820 1.811952  0.21
H17 3.618987 1.331612 4.304005  0.20
H18 1.872501 -0.053700 5.435708  0.21
H19 0.396057 -1.561330 4.096740  0.21

Force components x, y, z for each atom (eV/Å):
0.0 -0.1 0.2
0.6 0.7 -0.5
0.2 -0.4 0.2
0.8 -0.1 0.2
-0.3 0.1 -0.4
-0.2 1.3 -0.6
0.8 -1.3 1.2
-2.3 -1.4 0.5
1.8 0.7 -0.5
-0.3 0.1 -0.7
-0.8 0.3 -0.5
0.1 -0.8 -0.3
-0.2 0.0 0.1
-0.6 0.3 0.6
0.5 0.5 0.2
-0.4 0.5 0.7
0.6 -0.1 -0.1
0.0 0.2 0.3
0.5 0.7 0.1
-0.4 -0.3 0.6
0.2 0.2 0.1
0.3 0.3 -0.5
0.5 0.3 0.5
0.1 -0.1 0.0
0.0 0.0 0.1
-0.1 -0.1 -0.2
-0.1 -0.1 -0.5
0.1 -0.3 0.3
-0.1 -0.1 0.0
0.2 -0.2 0.2
0.1 0.5 -0.1
-0.2 0.0 0.5
-0.5 -0.3 -0.5
-0.2 -0.1 0.0
0.0 -0.2 -0.2
0.1 -0.1 -0.1
0.2 0.1 -0.3
-0.2 0.1 0.3
-0.2 -0.2 0.2
-0.6 -0.7 -0.5
0.0 -0.1 -0.3
0.1 0.1 -0.1

[2]
Computed, not measured: a structure of composition C19H19N3NaO2Sb in a non-equilibrium geometry, with ωB97M-V with the def2-TZVPD basis set.

The calculation puts the LUMO energy at 0.38 eV. The maximum force is 0.02094 hartree/bohr. The calculation puts the HOMO energy at -8.74 eV. As for the net charge: 0. For the HOMO-LUMO gap, the calculation gives 9.116 eV. Its energy above the lowest of the compared OMol25 structures with the same formula, charge and spin is 0.0 kJ/mol.

Each line ends with the natural charge from an NBO analysis.
Positions of all 45 atoms, in Å:
Na1 -0.459084 0.390248 0.350048  0.85
C1 -0.911780 -2.560165 2.293138  -0.65
C2 -0.543773 -1.307194 3.034439  0.26
C3 -1.098560 -1.021331 4.279127  -0.24
C4 -0.787543 0.170938 4.898126  -0.15
C5 0.083708 1.050636 4.269405  -0.29
C6 0.598679 0.697624 3.029358  -0.07
N1 0.298465 -0.462605 2.430713  -0.51
Sb1 2.047387 1.991495 2.074175  0.99
C7 2.677902 0.567106 0.587938  -0.06
C8 4.032829 0.372046 0.350383  -0.28
C9 4.408870 -0.531868 -0.633491  -0.16
C10 3.427369 -1.201971 -1.336287  -0.24
C11 2.085886 -0.960765 -1.041739  0.23
C12 0.978161 -1.678370 -1.766485  -0.65
N2 1.726586 -0.087372 -0.092783  -0.49
C13 0.684938 3.049077 0.754416  -0.07
C14 0.209894 4.306905 1.106345  -0.29
C15 -0.597299 4.982880 0.202217  -0.15
C16 -0.882141 4.400043 -1.017969  -0.25
C17 -0.366859 3.139842 -1.308449  0.26
C18 -0.663902 2.442724 -2.604409  -0.66
N3 0.399998 2.482829 -0.425320  -0.52
H1 -0.833554 -3.439427 2.934223  0.22
H2 -0.256675 -2.688804 1.432602  0.22
H3 -1.941936 -2.486166 1.938821  0.24
H4 -1.780829 -1.725191 4.738937  0.22
H5 -1.215827 0.418169 5.861957  0.22
H6 0.353810 1.991865 4.732404  0.22
H7 4.775318 0.918558 0.918536  0.22
H8 5.456256 -0.707445 -0.847736  0.22
H9 3.688946 -1.911021 -2.111477  0.22
H10 1.354607 -2.206544 -2.642072  0.21
H11 0.191496 -0.986117 -2.072491  0.25
H12 0.505884 -2.411325 -1.106284  0.23
H13 0.465298 4.746862 2.062321  0.22
H14 -0.991556 5.961963 0.446161  0.22
H15 -1.500040 4.911439 -1.745331  0.22
H16 -0.890703 3.157036 -3.396427  0.21
H17 -1.514692 1.769553 -2.471865  0.27
H18 0.190616 1.833566 -2.899190  0.23
O1 -2.348473 0.230700 1.207230  -0.80
C19 -2.746579 -0.056784 0.046676  0.62
O2 -2.042136 -0.036976 -1.003091  -0.81
H19 -3.802262 -0.358063 -0.065904  0.07

Force components x, y, z for each atom (eV/Å):
1.1 0.1 -0.1
0.0 0.0 0.0
0.0 0.1 -0.1
0.0 0.0 0.0
0.0 0.0 0.0
0.0 0.0 -0.1
0.0 -0.3 0.1
-0.1 0.0 0.5
0.0 0.0 0.0
-0.2 -0.1 -0.1
-0.1 0.0 0.0
0.0 0.0 0.0
0.0 0.0 0.0
0.0 0.1 0.1
0.0 0.0 0.1
0.8 -0.3 -0.3
0.0 0.0 -0.2
0.0 -0.1 0.0
0.0 0.0 0.0
0.0 0.0 0.0
0.1 -0.1 0.1
0.0 0.0 0.1
-0.1 0.5 0.0
0.0 0.0 0.0
0.0 0.0 0.0
0.0 0.0 0.0
0.0 0.0 0.0
0.0 0.0 0.0
0.0 0.0 0.0
0.0 0.0 0.0
0.0 0.0 0.0
0.0 0.0 0.0
0.0 0.0 0.0
0.0 0.0 0.0
0.0 0.0 0.0
0.0 0.0 0.0
0.0 0.0 0.0
0.0 0.0 0.0
0.0 0.0 0.0
0.0 0.0 0.0
0.0 0.0 0.0
-1.0 -0.2 -0.2
0.0 0.1 -0.1
-0.7 -0.2 0.1
-0.1 0.0 0.0

[3]
Computed, not measured: an isolated molecule of C19H19N3O4S, with ωB97M-V with the def2-TZVPD basis set.

The calculation puts the LUMO energy at 0.07 eV. The SMILES is CCCOC(=O)CSC1=C(C#N)[C@H](c2ccccc2OC)[C@@H](C#N)C(=O)N1. The maximum force is 0.01928 hartree/bohr. The calculation puts the HOMO energy at -8.99 eV. As for the net charge: 0. For the HOMO-LUMO gap, the calculation gives 9.061 eV. Its energy above the lowest of the compared OMol25 structures with the same formula, charge and spin is 164.7 kJ/mol.

Each line ends with the natural charge from an NBO analysis.
Positions of all 46 atoms, in Å:
C1 -3.395298 0.185335 -5.114479  -0.61
C2 -3.329768 -1.265627 -5.576112  -0.42
C3 -2.183656 -2.028850 -4.917978  -0.08
O1 -2.414405 -2.170210 -3.510242  -0.49
C4 -1.685701 -1.457864 -2.677824  0.80
O2 -0.804754 -0.691759 -2.993684  -0.62
C5 -2.059993 -1.738912 -1.238791  -0.63
S1 -0.729426 -2.703897 -0.411439  0.31
C6 0.309681 -1.416628 0.225198  0.12
C7 0.751482 -1.471948 1.501536  -0.24
C8 0.320929 -2.456793 2.402144  0.27
N1 -0.024550 -3.228794 3.178325  -0.30
C9 1.697748 -0.412519 2.009265  -0.23
C10 0.984050 0.768586 2.634400  -0.01
C11 -0.359320 1.029044 2.435710  -0.20
C12 -0.965784 2.131119 3.015857  -0.23
C13 -0.219163 2.983925 3.804012  -0.18
C14 1.127949 2.743482 4.016706  -0.29
C15 1.739729 1.641704 3.434340  0.30
O3 3.059830 1.326640 3.572697  -0.51
C16 3.860397 2.116002 4.420500  -0.25
C17 2.570396 0.063335 0.829979  -0.42
C18 3.437781 -1.004858 0.393187  0.28
N2 4.098407 -1.871691 0.049670  -0.29
C19 1.716411 0.458788 -0.377536  0.71
O4 1.953548 1.404190 -1.082783  -0.54
N3 0.677636 -0.396677 -0.621324  -0.67
H1 -2.452716 0.691748 -5.309015  0.21
H2 -4.187111 0.711924 -5.640546  0.22
H3 -3.600998 0.242080 -4.047360  0.20
H4 -3.176022 -1.304907 -6.655252  0.21
H5 -4.268944 -1.771713 -5.345492  0.21
H6 -2.119332 -3.046124 -5.311378  0.20
H7 -1.233348 -1.508610 -5.070548  0.21
H8 -2.948823 -2.364022 -1.189763  0.26
H9 -2.206543 -0.813044 -0.685316  0.25
H10 2.357213 -0.845765 2.770379  0.26
H11 -0.950145 0.356993 1.831323  0.21
H12 -2.015671 2.317189 2.851727  0.22
H13 -0.680748 3.845707 4.261557  0.22
H14 1.692639 3.421988 4.635724  0.22
H15 3.937009 3.145143 4.056160  0.18
H16 4.846304 1.654096 4.403349  0.21
H17 3.478552 2.117050 5.445627  0.18
H18 3.186105 0.917169 1.126662  0.29
H19 0.208425 -0.302025 -1.529169  0.46

Force components x, y, z for each atom (eV/Å):
0.0 -0.2 -0.1
0.2 0.0 0.4
0.1 0.1 -0.8
-0.4 -0.2 0.0
0.1 0.2 0.5
0.0 0.1 -0.1
0.4 -0.2 0.1
-0.1 0.2 0.0
-0.2 -0.4 0.3
0.2 0.6 -0.8
-0.3 -0.4 0.2
-0.1 -0.3 0.3
0.0 0.0 0.1
0.2 0.0 0.1
0.1 0.0 0.1
-0.1 0.1 0.0
-0.1 -0.1 -0.1
0.3 0.0 0.1
-0.2 0.0 -0.1
-0.4 -0.2 -0.2
0.2 0.2 0.2
-0.1 0.5 0.2
0.2 -0.1 0.0
0.4 -0.5 -0.2
0.2 0.4 0.2
0.1 0.0 0.0
-0.3 0.0 -0.3
0.1 0.1 0.0
-0.1 0.1 0.0
0.0 0.1 0.1
0.0 -0.1 0.0
0.0 -0.1 -0.1
0.0 0.1 0.1
-0.1 -0.1 0.0
0.0 0.1 0.1
-0.1 0.0 -0.1
-0.1 0.0 -0.2
0.0 -0.1 0.0
-0.1 0.0 0.0
0.0 0.1 0.0
0.1 0.0 0.1
0.0 0.0 0.0
-0.1 0.1 0.0
0.0 0.0 0.0
-0.2 -0.1 -0.1
0.1 -0.1 0.1

[4]
Computed, not measured: an isolated molecule of C19H19N3O5S in a non-equilibrium geometry, with ωB97M-V with the def2-TZVPD basis set.

The calculation puts the LUMO energy at 0.52 eV. The SMILES is Cc1ccc(S(=O)(=O)NCC(=O)OCc2nnc(-c3ccccc3)o2)cc1C. The maximum force is 0.02955 hartree/bohr. The calculation puts the HOMO energy at -8.80 eV. As for the net charge: 0. For the HOMO-LUMO gap, the calculation gives 9.325 eV. Its energy above the lowest of the compared OMol25 structures with the same formula, charge and spin is 246.2 kJ/mol.

Each line ends with the natural charge from an NBO analysis.
Positions of all 47 atoms, in Å:
C1 -0.234864 -1.005686 5.455173  -0.63
C2 -0.044904 -0.367890 4.114079  -0.01
C3 -0.564277 -0.968457 2.974903  -0.19
C4 -0.407315 -0.399432 1.721578  -0.17
C5 0.281900 0.789486 1.627953  -0.34
S1 0.507647 1.625228 0.071052  2.30
O1 -0.075720 0.894940 -1.023902  -0.97
O2 1.880620 2.008246 -0.053148  -0.92
N1 -0.393646 3.073765 0.234697  -0.82
C6 -1.528826 3.122112 -0.657892  -0.33
C7 -2.320511 1.826808 -0.537183  0.81
O3 -2.474966 1.252872 0.509241  -0.61
O4 -2.827144 1.434648 -1.705017  -0.50
C8 -3.285221 0.082958 -1.771374  -0.13
C9 -2.099248 -0.807899 -1.893874  0.44
N2 -1.692290 -1.701875 -1.052579  -0.29
N3 -0.537200 -2.192729 -1.530428  -0.30
C10 -0.286704 -1.566100 -2.643147  0.46
C11 0.859944 -1.746460 -3.502577  -0.06
C12 1.821346 -2.701140 -3.172993  -0.17
C13 2.921746 -2.873912 -3.989369  -0.21
C14 3.071660 -2.101332 -5.131300  -0.20
C15 2.118780 -1.149473 -5.457252  -0.21
C16 1.013377 -0.968204 -4.648032  -0.19
O5 -1.265395 -0.685042 -2.940513  -0.40
C17 0.817633 1.404986 2.743788  -0.22
C18 0.663210 0.836609 3.999218  0.06
C19 1.244569 1.503805 5.206979  -0.65
H1 0.728330 -1.236820 5.908405  0.22
H2 -0.762663 -0.331583 6.128630  0.22
H3 -0.806188 -1.925290 5.366474  0.22
H4 -1.103722 -1.899230 3.063473  0.22
H5 -0.815542 -0.868679 0.842193  0.26
H6 -0.671108 3.170673 1.201626  0.40
H7 -1.160737 3.222998 -1.679133  0.23
H8 -2.157934 3.979494 -0.407811  0.24
H9 -3.918958 0.027423 -2.658823  0.22
H10 -3.836633 -0.183304 -0.865089  0.24
H11 1.683398 -3.287335 -2.278772  0.24
H12 3.668296 -3.612078 -3.736898  0.22
H13 3.933990 -2.239397 -5.766807  0.21
H14 2.239794 -0.546031 -6.344715  0.22
H15 0.269042 -0.225006 -4.889841  0.22
H16 1.370025 2.323528 2.611843  0.23
H17 1.761588 2.417681 4.928274  0.22
H18 0.462128 1.749449 5.924191  0.22
H19 1.952693 0.842675 5.704699  0.22

Force components x, y, z for each atom (eV/Å):
0.0 0.0 -0.1
0.0 0.0 -0.1
0.1 0.1 -0.1
0.0 -0.1 -0.1
0.0 0.2 -0.5
0.5 0.6 0.1
0.0 0.0 0.2
0.0 0.0 0.3
0.5 -0.6 0.1
0.0 -0.3 -0.4
-0.4 0.3 0.4
-0.2 0.1 -0.2
-0.1 0.2 -0.5
0.0 -0.2 0.0
-0.2 -0.4 0.5
-1.4 0.7 0.2
1.2 -0.3 -0.8
-0.3 -0.4 0.8
0.3 0.1 -0.5
-0.2 0.1 0.0
0.0 0.0 0.0
0.0 0.0 0.0
0.1 0.0 -0.1
-0.1 -0.1 0.2
0.1 0.0 -0.3
0.1 0.0 0.1
-0.1 0.1 -0.2
0.0 0.0 0.0
0.0 0.0 0.1
0.0 0.0 0.1
0.0 -0.1 0.0
-0.1 -0.1 0.0
-0.1 0.0 0.0
0.0 0.0 0.2
-0.2 0.1 0.0
0.1 -0.1 0.0
0.1 0.0 0.2
0.1 0.0 -0.2
0.0 -0.1 0.1
0.0 -0.1 0.0
0.1 0.0 0.0
0.0 0.0 -0.1
0.0 0.1 0.0
0.1 0.1 0.1
0.0 0.1 0.0
0.0 0.0 0.1
0.1 0.0 0.1

[5]
Computed, not measured: an isolated molecule of C19H19N3O5S2 in a non-equilibrium geometry, with ωB97M-V with the def2-TZVPD basis set.

The calculation puts the LUMO energy at -0.41 eV. The SMILES is CCOC(=O)CCN(c1ccccc1)S(=O)(=O)c1ccc(-c2ccc(=O)[nH]n2)s1. The maximum force is 0.02313 hartree/bohr. The calculation puts the HOMO energy at -8.62 eV. As for the net charge: 0. For the HOMO-LUMO gap, the calculation gives 8.212 eV. Its energy above the lowest of the compared OMol25 structures with the same formula, charge and spin is 41.0 kJ/mol.

Each line ends with the natural charge from an NBO analysis.
Positions of all 48 atoms, in Å:
C1 6.164438 -1.847060 1.818570  -0.64
C2 4.805598 -1.890371 1.135937  -0.08
O1 4.721541 -0.928703 0.078903  -0.52
C3 4.442533 0.325776 0.410191  0.80
O2 4.295247 0.733434 1.531070  -0.59
C4 4.325430 1.192400 -0.834501  -0.52
C5 3.204011 0.652268 -1.729820  -0.21
N1 1.975736 0.483308 -0.987245  -0.73
C6 1.302929 1.601108 -0.457887  0.22
C7 0.934912 1.645940 0.882776  -0.27
C8 0.218866 2.726004 1.368522  -0.18
C9 -0.128606 3.773007 0.532824  -0.22
C10 0.246162 3.735512 -0.799778  -0.20
C11 0.952334 2.656497 -1.297268  -0.25
S1 1.596122 -1.038077 -0.422810  2.35
O3 1.796440 -1.215598 0.983804  -0.93
O4 2.199847 -1.976318 -1.316160  -0.93
C12 -0.151133 -1.017241 -0.716755  -0.56
C13 -0.782408 -1.185531 -1.914785  -0.20
C14 -2.174512 -1.050068 -1.811736  -0.22
C15 -2.588070 -0.772491 -0.530680  -0.21
C16 -3.945972 -0.569709 -0.081274  0.08
C17 -4.245592 -0.258438 1.285989  -0.17
C18 -5.528488 -0.076957 1.661893  -0.25
C19 -6.607218 -0.194204 0.693490  0.58
O5 -7.794245 -0.055833 0.898705  -0.60
N2 -6.145973 -0.498165 -0.581218  -0.37
N3 -4.898848 -0.679400 -0.968248  -0.17
S2 -1.238381 -0.684551 0.562199  0.52
H1 6.307425 -0.883708 2.301928  0.22
H2 6.958779 -2.001004 1.091578  0.21
H3 6.215984 -2.628677 2.570871  0.22
H4 4.001903 -1.691611 1.850368  0.22
H5 4.631293 -2.849416 0.645434  0.20
H6 5.269494 1.169562 -1.379222  0.24
H7 4.106152 2.213686 -0.519161  0.23
H8 3.040255 1.323990 -2.576902  0.20
H9 3.463331 -0.339996 -2.101222  0.25
H10 1.227822 0.844127 1.540133  0.25
H11 -0.057537 2.750556 2.411656  0.22
H12 -0.682871 4.615921 0.916577  0.22
H13 -0.017898 4.548027 -1.460395  0.22
H14 1.228361 2.628169 -2.340209  0.21
H15 -0.247101 -1.409496 -2.818765  0.24
H16 -2.862444 -1.148291 -2.630359  0.24
H17 -3.429282 -0.176030 1.988018  0.23
H18 -5.808741 0.158255 2.676736  0.24
H19 -6.841133 -0.598894 -1.315759  0.41

Force components x, y, z for each atom (eV/Å):
-0.3 0.1 -0.3
0.1 -0.2 0.6
0.1 -0.2 -0.3
0.2 0.8 -0.2
0.0 -0.1 0.2
-0.2 -0.2 0.1
0.7 -0.1 -0.2
-0.1 -0.9 0.3
-0.5 0.5 0.4
0.2 0.2 0.0
0.0 0.1 0.0
0.0 0.0 0.1
0.0 0.0 0.0
0.1 -0.2 0.0
-0.9 0.0 -0.7
-0.1 0.2 0.1
0.1 0.0 -0.2
0.3 0.0 0.4
0.4 0.0 0.1
-0.2 0.1 0.4
1.1 -0.1 -0.2
-1.1 0.1 0.0
-0.5 0.0 -0.1
0.3 0.0 0.0
0.2 0.0 -0.1
-0.3 0.1 0.1
-0.4 0.0 0.1
0.9 -0.1 -0.1
-0.5 -0.2 -0.5
0.0 0.0 0.1
0.1 0.0 0.0
0.0 -0.1 0.1
0.1 -0.1 -0.2
0.0 0.1 0.1
0.0 0.0 0.0
0.1 -0.1 0.0
0.0 -0.1 0.1
0.1 0.2 -0.2
0.0 0.0 0.1
0.0 0.0 0.1
0.0 0.1 0.0
0.0 0.1 -0.1
0.0 0.0 -0.1
0.1 0.0 -0.2
-0.1 0.0 -0.1
0.0 0.0 0.2
0.0 0.0 0.1
0.1 0.0 0.3

Question: Among the records above, which one has the lowest energy above the lowest of the compared OMol25 structures with the same formula, charge and spin?
Answer: C19H19N3NaO2Sb